No. 1
19
Properties=species:S:1:pos:R:3:forces:R:3:lowdin_charge:R:1 method="wB97M-V/def2-TZVPD" gap_ev=9.734 smiles="CC[C@]1(C)C=C1C" multiplicity=1 total_charge=0 molar_mass_g_mol=96.2
C -1.388689 1.745918 -0.380347 -2.12 1.49 -3.52 -0.138
C -1.201809 0.211076 -0.335253 1.63 3.80 -0.97 -0.203
C 0.222070 0.031250 0.195434 -0.62 0.69 -0.85 -0.412
C 0.521776 0.530395 1.654118 -3.61 -1.80 -1.86 -0.009
C 1.249617 0.128488 -0.933786 -0.09 0.89 -0.25 0.066
C 0.863989 -1.040290 -0.584479 1.47 -1.96 2.83 -0.224
C 0.989110 -2.527263 -0.344468 0.90 2.35 -4.07 -0.004
H -1.580502 2.228316 0.527812 -0.20 0.40 1.74 0.024
H -2.372507 2.030484 -1.035907 2.16 -0.64 1.39 0.110
H -0.556312 2.370316 -0.857473 -0.83 -1.32 0.44 0.091
H -1.261386 -0.019744 -1.423491 -0.05 -0.84 1.07 0.121
H -1.965943 -0.152015 0.278775 -1.23 -1.12 0.72 0.084
H -0.379108 0.244158 2.274838 1.44 -0.42 -0.07 0.102
H 0.516196 1.555476 1.783788 -0.15 2.52 -0.54 0.035
H 1.474132 0.275525 1.936124 2.03 -1.46 1.20 0.044
H 1.747599 0.810999 -1.609579 0.05 -0.24 0.15 0.100
H 1.000980 -2.756822 0.659902 -0.29 -0.57 2.02 0.054
H 1.930138 -2.759049 -0.848132 -0.03 -0.73 0.26 0.082
H 0.190651 -2.907219 -0.957877 -0.46 -1.01 0.29 0.079



No. 2
19
Properties=species:S:1:pos:R:3:forces:R:3:lowdin_charge:R:1 method="wB97M-V/def2-TZVPD" gap_ev=9.476 smiles="C=CC.C#C.C=C" multiplicity=1 total_charge=0 molar_mass_g_mol=96.2
C 1.224920 -0.626694 0.978840 1.72 1.34 -1.18 -0.071
C 1.453470 0.407852 0.111776 2.15 -2.11 1.56 -0.304
C 1.970496 0.158525 -1.278593 -0.59 0.25 -0.27 -0.114
H 1.269993 -1.647565 0.623980 -0.36 -0.11 -0.11 0.072
H 1.357244 -0.486763 2.042207 -0.47 0.11 0.13 0.067
H 1.790890 1.344448 0.544474 -0.60 0.17 0.00 0.106
H 3.067385 0.171281 -1.282199 -0.20 -0.11 0.12 0.081
H 1.609605 -0.795066 -1.666981 0.13 -0.04 0.00 0.079
H 1.631603 0.940963 -1.956181 0.06 -0.01 -0.10 0.051
C -0.557505 1.394198 -0.451920 -2.48 0.07 -0.10 -0.061
C -0.586880 2.354129 -1.187468 0.28 -0.37 0.44 0.051
H -1.105238 0.595216 0.104719 1.23 1.06 -0.76 0.011
H -0.525295 3.211618 -1.802007 0.14 0.21 -0.21 0.018
C -1.770024 -0.753967 1.256428 1.47 -0.88 0.78 -0.132
C -2.458180 -1.568382 0.470595 0.06 0.20 -0.13 -0.053
H -0.607857 -0.819714 1.331360 -2.44 0.12 -0.16 0.029
H -2.259193 -0.082628 1.952061 -0.07 0.14 -0.13 0.066
H -3.534902 -1.521059 0.394937 -0.13 -0.05 0.13 0.049
H -1.970532 -2.276393 -0.186027 0.10 -0.01 -0.04 0.053



No. 3
19
Properties=species:S:1:pos:R:3:forces:R:3:lowdin_charge:R:1 method="wB97M-V/def2-TZVPD" gap_ev=9.544 smiles="C=C(C)C/C=C/C" multiplicity=1 total_charge=0 molar_mass_g_mol=96.2
C -1.533212 1.443211 1.316209 0.21 -1.24 -0.05 0.047
C -0.984534 0.235565 1.115453 1.40 0.32 -0.73 -0.344
C -0.036582 -0.405695 2.118736 -0.50 -0.39 0.78 -0.073
C -1.212898 -0.413132 -0.240909 -0.77 -1.45 0.00 -0.176
C -0.047425 -0.944627 -1.083366 0.18 0.30 0.45 -0.111
C 1.220345 -0.524082 -0.937850 -0.84 2.18 0.73 -0.162
C 1.878234 0.173506 -2.118041 2.13 -2.38 -0.77 -0.114
H -1.565783 1.940108 2.266298 0.32 0.22 0.28 0.056
H -2.044858 1.888037 0.487901 -0.44 0.34 -0.14 0.050
H -0.210064 -1.473817 2.296584 -0.53 0.14 -0.05 0.082
H -0.187143 0.135221 3.045338 -0.07 -0.12 0.45 0.066
H 1.055799 -0.416631 2.004344 -0.33 0.60 -0.85 0.070
H -1.989147 -1.199392 -0.162905 0.37 -0.09 0.47 0.113
H -1.809892 0.306149 -0.834759 0.78 -0.06 -0.20 0.111
H -0.236660 -1.576909 -1.958287 -0.61 0.82 -0.15 0.102
H 1.453544 -0.105110 0.064421 0.01 0.04 -0.91 0.077
H 2.941032 -0.099240 -2.331497 -0.30 0.32 0.74 0.065
H 1.448624 -0.223896 -3.043974 -0.55 0.73 0.06 0.066
H 1.860618 1.260741 -2.003687 -0.46 -0.26 -0.11 0.078



No. 4
19
Properties=species:S:1:pos:R:3:forces:R:3:lowdin_charge:R:1 method="wB97M-V/def2-TZVPD" gap_ev=10.412 smiles=C[C@H]1[C@H]2CCC[C@@H]12 multiplicity=1 total_charge=0 molar_mass_g_mol=96.2
C -2.016848 -0.304364 0.874080 0.08 0.13 0.02 -0.067
C -1.253023 -0.525956 -0.419544 -0.10 0.00 -0.01 -0.238
C -0.201023 0.272742 -1.199410 0.17 -0.03 -0.25 -0.200
C 0.987502 1.167234 -0.882697 0.03 0.15 0.01 -0.172
C 1.384757 0.883705 0.561960 -0.02 0.04 0.04 -0.181
C 1.015951 -0.614673 0.731912 0.05 -0.08 0.01 -0.148
C 0.167241 -1.003561 -0.488529 0.05 -0.21 0.03 -0.230
H -2.917690 0.290215 0.688334 0.17 -0.01 0.01 0.073
H -2.352271 -1.274009 1.271381 0.14 0.20 -0.11 0.082
H -1.445403 0.193049 1.661554 0.00 0.00 -0.16 0.064
H -1.912970 -0.984008 -1.158287 0.16 0.05 0.10 0.128
H -0.421238 0.224416 -2.263558 0.18 -0.15 0.08 0.127
H 1.758613 0.675605 -1.502817 -0.03 0.53 0.00 0.119
H 0.949079 2.217015 -1.183566 -0.20 0.00 0.25 0.104
H 2.454780 1.059112 0.717521 -0.18 0.01 0.05 0.102
H 0.846531 1.529948 1.265002 -0.02 -0.17 -0.11 0.104
H 0.468396 -0.782535 1.666746 0.15 -0.04 -0.16 0.096
H 1.907964 -1.243359 0.781555 -0.04 0.09 -0.06 0.105
H 0.579650 -1.780576 -1.121644 -0.58 -0.51 0.26 0.133



No. 5
19
Properties=species:S:1:pos:R:3:forces:R:3:lowdin_charge:R:1 method="wB97M-V/def2-TZVPD" gap_ev=8.656 multiplicity=1 total_charge=0 molar_mass_g_mol=96.2
C -2.265314 0.853122 0.358346 0.00 0.04 0.07 -0.111
C -1.197583 0.129759 -0.462860 0.03 -0.05 -0.05 -0.237
C 0.244758 0.515473 -0.099501 0.02 0.05 0.01 -0.367
C 0.619219 0.210793 1.359697 -0.25 0.00 0.07 -0.073
C 2.633354 -0.364941 -0.472915 -0.36 -0.20 -0.28 0.161
C 1.756229 -1.544530 -0.784029 0.08 -0.11 0.07 -0.183
C 1.248488 -0.168636 -1.026050 0.11 0.10 -0.01 -0.353
H -3.272048 0.586626 0.017141 0.18 0.03 0.05 0.070
H -2.163767 1.941958 0.269833 0.01 -0.16 0.01 0.076
H -2.200207 0.597567 1.421740 0.00 0.04 -0.15 0.067
H -1.314142 -0.956895 -0.348195 0.04 0.13 0.01 0.115
H -1.361481 0.341051 -1.529201 0.07 -0.03 0.17 0.111
H 0.357904 1.598305 -0.255284 0.02 -0.14 0.01 0.142
H 0.343118 -0.814792 1.639324 0.00 0.18 -0.04 0.086
H 0.138046 0.898682 2.063601 0.02 -0.16 -0.16 0.080
H 1.701513 0.309553 1.488605 -0.04 0.04 0.10 0.064
H 2.069280 -2.143199 -1.640589 -0.05 0.11 0.16 0.104
H 1.434763 -2.150725 0.068278 0.13 0.20 -0.21 0.105
H 1.227869 0.160829 -2.067944 -0.02 -0.06 0.19 0.142



No. 6
19
Properties=species:S:1:pos:R:3:forces:R:3:lowdin_charge:R:1 method="wB97M-V/def2-TZVPD" gap_ev=8.767 multiplicity=1 total_charge=0 molar_mass_g_mol=96.2
C 1.901082 -0.021099 -2.383727 -0.14 -0.05 0.04 -0.255
C 1.888170 1.068322 -1.390158 0.29 -0.08 -0.30 0.027
C -0.241886 0.867127 0.048509 -0.38 -0.48 0.30 -0.102
C -0.933502 -0.094116 0.953283 0.01 0.15 -0.06 -0.464
C -1.509187 -0.051337 2.312817 0.05 0.05 0.20 -0.078
C -2.316408 -0.580701 1.134244 -0.17 -0.11 -0.11 -0.078
C 0.303404 -0.570671 0.320890 0.00 0.25 -0.12 -0.082
H 2.814756 0.306724 -2.926914 -0.05 0.02 0.06 0.098
H 1.087845 0.022719 -3.112780 0.08 0.06 0.03 0.062
H 2.076961 -1.058657 -2.070710 0.05 0.13 0.05 0.063
H 2.555220 0.755420 -0.564061 -0.06 -0.02 -0.03 0.002
H 0.252143 1.711452 0.507124 0.09 -0.06 -0.05 0.097
H -0.717594 1.074601 -0.904839 0.18 -0.08 0.09 0.104
H -1.791445 0.915448 2.723086 0.04 -0.16 -0.08 0.101
H -1.160543 -0.771424 3.049331 -0.05 0.10 -0.13 0.100
H -3.133594 0.035458 0.766943 0.14 -0.09 0.06 0.101
H -2.501244 -1.652083 1.089326 0.05 0.19 0.02 0.101
H 0.229228 -1.295727 -0.484754 -0.02 0.13 0.09 0.099
H 1.196596 -0.661454 0.932390 -0.11 0.04 -0.06 0.106



No. 7
19
Properties=species:S:1:pos:R:3:forces:R:3:lowdin_charge:R:1 method="wB97M-V/def2-TZVPD" gap_ev="7.620 / 8.027" multiplicity=1 total_charge=0 molar_mass_g_mol=96.2
C 0.603163 0.498412 0.589952 -0.44 -0.01 -0.26 -0.104
C -0.218266 0.253669 -0.409192 0.20 0.11 0.51 -0.116
C -0.519105 -0.450513 0.884557 0.08 0.10 -0.09 -0.092
C 1.639568 -1.128298 -0.771405 0.55 -0.60 -0.36 -0.142
C 0.957249 -2.302625 -1.419323 -0.04 -0.02 0.00 -0.181
C -0.993175 2.304324 0.525276 -0.45 0.62 0.19 -0.069
C -2.008659 2.464946 1.356999 0.06 -0.16 0.00 -0.108
H 1.464844 1.040107 0.936510 -0.03 -0.05 0.02 0.124
H -0.486250 0.451303 -1.431503 -0.01 -0.04 0.03 0.125
H -0.305585 -1.509268 0.972974 0.03 -0.03 -0.02 0.079
H -1.350423 -0.104003 1.485080 -0.02 0.01 0.01 0.065
H 2.160223 -0.453418 -1.445550 -0.06 0.03 0.02 0.061
H 2.236026 -1.375619 0.105098 -0.07 0.05 0.05 0.063
H -0.580407 3.128405 -0.058292 0.03 -0.10 0.00 0.037
H 1.680739 -3.034912 -1.805608 -0.05 0.08 0.03 0.067
H 0.318970 -2.846143 -0.716064 0.03 0.04 -0.03 0.059
H 0.333669 -1.999899 -2.264798 0.02 -0.01 0.04 0.064
H -2.513487 3.421926 1.521262 0.12 -0.06 -0.08 0.040
H -2.419095 1.641606 1.944025 0.05 0.04 -0.06 0.028



No. 8
19
Properties=species:S:1:pos:R:3:forces:R:3:lowdin_charge:R:1 method="wB97M-V/def2-TZVPD" gap_ev="7.077 / 8.287" multiplicity=1 total_charge=0 molar_mass_g_mol=96.2
C -0.557053 -2.073089 -0.060325 0.05 0.09 -0.13 -0.055
C 0.344981 -0.842231 -0.229005 0.64 0.02 0.41 -0.386
C -0.578650 0.608605 -2.275423 0.20 0.39 -0.40 0.003
C -0.223345 0.152198 -1.111179 -0.76 -0.53 -0.49 -0.115
H 1.350069 -1.175436 -0.527621 -0.06 -0.02 0.01 0.140
H -1.566856 -1.778601 0.234857 0.05 0.03 -0.03 0.084
H -0.623392 -2.636385 -0.992923 -0.03 0.05 0.05 0.080
H -0.148850 -2.730124 0.710984 0.01 0.07 -0.02 0.082
H -1.391689 1.329073 -2.380387 0.17 0.20 0.25 0.060
H -0.071515 0.410732 -3.222206 -0.04 -0.43 0.11 0.060
C -0.576704 1.553815 0.565441 0.05 0.21 0.86 -0.043
C 0.444977 -0.002444 1.052853 -0.66 -0.13 -0.63 -0.314
C 1.705267 0.419138 1.466474 0.20 0.39 0.03 0.023
H -0.284903 -0.348443 1.782478 0.03 0.21 0.13 0.123
H -1.640453 1.532578 0.329096 0.04 -0.25 -0.31 0.051
H -0.547587 1.927049 1.589582 0.15 0.01 0.15 0.043
H -0.022526 2.261045 -0.047700 -0.03 -0.16 -0.04 0.057
H 2.577365 0.251628 0.848461 -0.04 0.01 -0.06 0.053
H 1.810864 1.140891 2.266544 0.02 -0.15 0.12 0.054



No. 9
19
Properties=species:S:1:pos:R:3:forces:R:3:lowdin_charge:R:1 method="wB97M-V/def2-TZVPD" gap_ev=10.318 smiles=CC1CC2(CC2)C1 multiplicity=1 total_charge=0 molar_mass_g_mol=96.2
C 0.110337 -1.770689 -1.911772 -0.33 -0.33 -0.49 -0.106
C 0.589329 -0.862976 -0.824095 -1.53 -0.74 3.00 -0.255
C 0.245707 0.607470 -0.848732 0.17 1.35 0.16 -0.120
C -0.177052 0.621979 0.629434 -0.21 0.81 -1.18 -0.501
C 0.605365 1.300073 1.704441 0.47 0.06 -0.01 -0.084
C -0.811745 1.697099 1.412816 -0.51 0.61 0.13 -0.088
C -0.473904 -0.804432 0.633901 1.42 -3.08 -1.01 -0.031
H 0.595933 -1.578368 -2.876749 0.05 0.11 0.14 0.076
H -0.968630 -1.648003 -2.076521 0.18 0.01 0.05 0.076
H 0.286098 -2.828038 -1.683071 0.00 0.19 0.08 0.076
H 1.624469 -1.053148 -0.535882 -0.12 0.04 0.07 0.125
H 1.061075 1.293057 -1.092416 -0.02 0.02 -0.18 0.111
H -0.597892 0.813323 -1.516400 0.02 -0.02 0.09 0.120
H 1.391661 1.976641 1.384431 -0.05 -0.05 0.07 0.101
H 0.815530 0.767844 2.627594 -0.08 -0.01 -0.14 0.103
H -0.986152 2.638629 0.902774 0.02 0.00 0.15 0.103
H -1.564821 1.434831 2.149305 0.03 -0.02 -0.13 0.104
H -1.415795 -1.270392 0.332626 -0.37 1.03 -0.55 0.094
H -0.329512 -1.334901 1.588316 0.86 0.01 -0.26 0.097



No. 10
19
Properties=species:S:1:pos:R:3:forces:R:3:lowdin_charge:R:1 method="wB97M-V/def2-TZVPD" gap_ev=8.467 multiplicity=1 total_charge=0 molar_mass_g_mol=96.2
C 2.638182 0.412505 -0.742487 -0.01 0.08 0.09 -0.152
C 1.491278 -0.585982 -0.710478 -0.07 0.02 -0.18 -0.153
C -0.025545 -0.290897 0.970660 -0.14 0.06 0.02 -0.069
C -0.664628 1.088242 0.803710 0.09 0.18 -0.05 -0.159
C -2.000761 0.349508 0.870166 -0.17 0.19 0.05 -0.214
C -2.189190 -0.426710 -0.371970 -0.02 0.02 -0.17 -0.097
C -1.276455 -1.013681 0.683717 0.14 -0.37 0.08 -0.222
H 3.129812 0.432832 -1.725439 -0.17 -0.06 0.14 0.069
H 3.418057 0.177267 -0.009939 -0.19 0.01 -0.03 0.069
H 2.284426 1.429426 -0.542392 0.03 -0.11 0.01 0.065
H 0.748696 -0.384340 -1.484873 -0.05 0.03 0.27 0.070
H 1.837805 -1.617947 -0.839320 -0.16 0.10 0.25 0.082
H 1.098840 -0.629404 0.592333 0.17 0.02 -0.29 0.038
H -0.520286 1.621087 -0.143677 -0.02 -0.03 0.08 0.107
H -0.471509 1.778551 1.632082 0.13 -0.19 -0.14 0.102
H -2.801154 0.554914 1.575587 0.23 -0.10 -0.12 0.135
H -3.133524 -0.954442 -0.476365 0.15 0.07 0.00 0.105
H -1.771004 -0.036168 -1.298489 -0.04 -0.09 0.10 0.101
H -1.543081 -1.966419 1.136127 0.10 0.14 -0.11 0.123



No. 11
19
Properties=species:S:1:pos:R:3:forces:R:3:lowdin_charge:R:1 method="wB97M-V/def2-TZVPD" gap_ev=10.208 multiplicity=1 total_charge=0 molar_mass_g_mol=96.2
C 1.596740 -1.648401 -0.036456 -1.77 -0.23 0.99 -0.104
C 1.815064 -0.280003 -0.747876 -0.45 0.00 0.22 -0.257
C 0.477591 0.361765 -0.426821 -0.07 0.18 -0.05 -0.327
C 0.009642 1.757122 -0.832313 -0.01 0.16 -0.07 -0.182
C -1.314398 1.728710 -0.166326 -0.40 -0.31 0.36 -0.058
C -2.053360 1.061029 0.521920 0.39 0.29 -0.34 -0.110
C -2.494254 -0.099682 1.301835 0.27 -0.35 0.02 -0.098
H 2.369157 -1.826849 0.729808 -0.61 -0.04 -0.11 0.051
H 0.267185 -1.634004 0.616179 4.43 -0.52 -1.97 0.178
H 1.634068 -2.478631 -0.761886 -0.34 0.23 0.51 0.052
H 2.650255 0.319401 -0.345488 -0.26 -0.44 0.06 0.106
H 1.973337 -0.341395 -1.839030 -0.08 -0.32 0.43 0.106
H 0.413536 0.305970 0.665182 -0.12 0.23 -0.19 0.099
H -0.265664 -0.351975 -0.801303 -0.02 0.32 0.03 0.105
H 0.670280 2.535509 -0.438292 -0.15 0.02 -0.09 0.111
H -0.053762 1.864185 -1.919371 -0.05 0.11 0.13 0.110
H -1.641611 -0.843701 1.217188 -1.00 0.64 0.22 0.068
H -3.403422 -0.564988 0.900683 0.22 0.12 0.13 0.075
H -2.650384 0.135937 2.362368 0.02 -0.09 -0.27 0.075



No. 12
19
Properties=species:S:1:pos:R:3:forces:R:3:lowdin_charge:R:1 method="wB97M-V/def2-TZVPD" gap_ev=10.245 smiles="C[C@@H]1C=CC[C@@H]1C" multiplicity=1 total_charge=0 molar_mass_g_mol=96.2
C 0.939361 -1.159435 -0.910183 0.02 -0.18 -0.07 -0.071
C 0.256375 0.216084 -0.986121 0.00 0.05 0.01 -0.337
C 1.294624 1.181550 -0.465683 0.12 -0.04 0.20 -0.084
C 1.201847 1.269143 0.858915 0.02 0.07 -0.08 -0.095
C -0.070092 0.629599 1.374395 -0.02 0.02 0.04 -0.159
C -0.861847 0.366924 0.069792 0.01 0.03 -0.01 -0.352
C -1.863020 -0.780673 0.100197 0.00 -0.04 0.03 -0.074
H 0.357683 -1.971598 -1.353584 0.00 0.10 -0.05 0.074
H 1.123577 -1.406955 0.143507 -0.04 0.00 -0.22 0.084
H 1.922815 -1.123690 -1.391701 -0.19 -0.06 -0.06 0.079
H -0.102985 0.434066 -2.000034 0.09 -0.08 0.16 0.137
H 2.099435 1.576227 -1.080798 -0.05 -0.11 0.15 0.107
H 1.961271 1.692338 1.504789 -0.16 0.22 0.01 0.098
H -0.596026 1.311096 2.052291 -0.04 -0.15 -0.05 0.110
H 0.109274 -0.297997 1.941209 0.06 0.17 -0.14 0.113
H -1.401567 1.296116 -0.161461 0.09 -0.13 -0.03 0.140
H -1.373689 -1.734386 0.328030 -0.08 0.13 0.01 0.072
H -2.642317 -0.615322 0.852141 0.11 -0.01 -0.09 0.077
H -2.354726 -0.883090 -0.875696 0.06 0.00 0.17 0.081